A 15-piece molecular cluster, C64H156N22O15 overall. Source: the OMol25 dataset; level of theory: the ωB97M-V functional and the def2-TZVPD basis.

CARTESIAN COORDINATES (ANGSTROEM)
C: -5.7493 2.5194 -2.2576
O: -5.7320 3.0161 -1.1494
N: -6.3596 1.3400 -2.6626
N: -5.1208 3.1771 -3.4525
H: -5.9973 1.0330 -3.5138
H: -6.4646 0.5269 -2.0327
H: -5.1323 4.1908 -3.5549
H: -4.8896 2.5314 -4.1664
C: -4.8668 3.1087 2.1483
O: -4.7168 3.0769 3.3609
N: -4.6669 4.2952 1.4777
N: -5.2303 1.9973 1.3793
H: -4.4854 5.1326 2.0536
H: -4.8310 4.2680 0.4942
H: -5.5943 2.1767 0.4478
H: -5.3759 1.0784 1.8440
C: -3.1603 0.8722 -5.6570
O: -4.2478 1.2718 -5.2227
N: -2.7681 -0.3298 -5.3805
N: -2.4976 1.7174 -6.4609
H: -2.0697 -0.9172 -5.8158
H: -3.3855 -0.8274 -4.7734
H: -3.0696 2.4433 -6.8960
H: -1.7752 1.4260 -7.1400
C: 4.6423 -1.1032 -3.8496
O: 4.3980 -2.2929 -3.9882
N: 3.7778 -0.2190 -3.3001
N: 5.6622 -0.3870 -4.3361
H: 3.8423 0.7651 -3.1721
H: 3.0221 -0.6539 -2.8086
H: 6.4747 -0.8501 -4.7641
H: 5.8862 0.5046 -3.9402
C: 3.5631 -4.3210 -0.5941
O: 3.3112 -4.3946 0.6253
N: 2.8329 -4.9887 -1.4681
N: 4.4167 -3.4341 -1.1849
H: 2.3926 -5.8057 -1.0543
H: 3.1797 -5.1062 -2.4138
H: 5.0455 -2.7756 -0.6620
H: 4.3245 -3.2927 -2.1561
C: -6.5096 -1.2859 0.3441
O: -6.5122 -0.9881 -0.8379
N: -7.5695 -1.1851 1.1714
N: -5.4583 -1.9065 0.8552
H: -8.3831 -0.6689 0.8402
H: -7.4256 -1.1592 2.1732
H: -4.6063 -1.7458 0.3642
H: -5.4863 -1.9583 1.8764
C: -0.9771 3.2681 3.3624
O: -1.2443 2.2554 2.7591
N: 0.1550 3.4714 4.1191
N: -1.8577 4.3253 3.4327
H: 0.1899 4.2594 4.7436
H: 0.7799 2.7098 4.3500
H: -2.4063 4.3540 2.5912
H: -1.3988 5.1820 3.6221
C: -6.7625 -1.3534 5.2775
C: -5.3475 -1.0059 5.6702
C: -4.8028 -2.1891 6.4605
C: -3.3368 -2.0591 6.6708
C: -2.5569 -1.9031 5.3528
C: -3.0768 -0.8454 4.4311
N: -4.5776 -0.9528 4.4018
O: -5.0745 0.0305 3.5885
C: -2.5754 0.5881 4.8309
C: -2.7263 -1.1182 2.9694
C: -5.2958 0.3806 6.4597
H: -7.3134 -1.5964 6.1980
H: -6.8243 -2.1959 4.5543
H: -7.2246 -0.4957 4.8190
H: -5.3742 -2.2901 7.3920
H: -4.9958 -3.1177 5.9638
H: -2.9424 -2.8837 7.2779
H: -3.1572 -1.1072 7.2263
H: -2.6668 -2.9080 4.8806
H: -1.5268 -1.6313 5.4652
H: -2.2777 0.7185 5.8620
H: -1.6146 0.6869 4.3047
H: -3.1371 1.3517 4.3068
H: -1.6695 -1.0697 2.6969
H: -3.1815 -2.0464 2.6186
H: -3.2049 -0.3486 2.3445
H: -5.8378 0.2637 7.3939
H: -5.8282 1.0900 5.8346
H: -4.2674 0.7285 6.6060
H: -4.9140 0.9744 3.8906
C: 0.4141 -2.3217 -9.2621
C: -0.7189 -2.1185 -8.0840
C: -1.1698 -3.4660 -7.5094
C: -0.0099 -4.1759 -6.7472
C: 0.4514 -3.3479 -5.6061
C: 0.8391 -1.8942 -6.0433
N: -0.1798 -1.3407 -6.9018
O: 0.1840 -0.0221 -7.2747
C: 0.8688 -1.0255 -4.8102
C: 2.2216 -1.9295 -6.6488
C: -1.9444 -1.3686 -8.6094
H: 0.9833 -1.4019 -9.2558
H: -0.1381 -2.3755 -10.1688
H: 0.9611 -3.2213 -9.0112
H: -2.0336 -3.3584 -6.9076
H: -1.4245 -3.9896 -8.4255
H: 0.8144 -4.5546 -7.3752
H: -0.3722 -5.1060 -6.3804
H: 1.4165 -3.7803 -5.3002
H: -0.1495 -3.3339 -4.7397
H: -0.0370 -1.2202 -4.2437
H: 1.7801 -1.2196 -4.1938
H: 0.7402 0.0357 -5.0523
H: 3.0087 -2.2555 -5.9437
H: 2.2821 -2.6086 -7.4893
H: 2.5952 -0.9890 -7.0750
H: -2.6463 -1.2210 -7.8125
H: -2.4288 -1.9387 -9.3883
H: -1.6762 -0.4318 -9.0402
H: 0.9779 -0.1364 -7.8398
C: 0.1613 -5.5398 3.3598
C: -0.6306 -6.4157 2.2567
C: -2.1155 -6.1983 2.5990
C: -2.7830 -4.9020 2.1718
C: -2.5230 -4.6648 0.7134
C: -1.0217 -4.7335 0.3517
N: -0.4245 -5.9867 0.8448
O: 0.9207 -6.1516 0.5786
C: -0.9492 -4.7212 -1.2286
C: -0.2188 -3.4500 0.7190
C: -0.2625 -7.8900 2.3188
H: -0.2290 -4.5293 3.4565
H: 1.2531 -5.3461 3.1784
H: 0.0746 -6.0555 4.3534
H: -2.6759 -6.8955 1.9805
H: -2.3115 -6.2749 3.6795
H: -2.4067 -4.1013 2.7614
H: -3.8579 -5.0009 2.3225
H: -2.9432 -3.7156 0.3546
H: -2.9983 -5.4367 0.1061
H: -1.4138 -3.8296 -1.6076
H: 0.0498 -4.9643 -1.6664
H: -1.5070 -5.5652 -1.5690
H: -0.1861 -3.2732 1.8024
H: 0.8042 -3.4407 0.3199
H: -0.6842 -2.5984 0.2629
H: 0.8027 -8.0529 2.3012
H: -0.6146 -8.3234 1.3951
H: -0.6086 -8.3688 3.2438
H: 1.3395 -5.3009 0.7962
C: 2.5017 -2.5075 2.9057
C: 2.4034 -1.5065 4.0502
C: 1.4001 -1.8879 5.1022
C: 1.8894 -3.0400 5.9782
C: 3.2309 -2.6540 6.6510
C: 4.3177 -2.2125 5.6540
N: 3.6636 -1.2333 4.7722
O: 4.6100 -0.6656 3.8363
C: 5.4577 -1.3992 6.3464
C: 4.8705 -3.3628 4.8315
C: 1.9543 -0.1268 3.4468
H: 3.2464 -2.3054 2.1433
H: 1.5720 -2.4309 2.4230
H: 2.5866 -3.5237 3.2441
H: 1.3092 -1.0241 5.7848
H: 0.4221 -2.0835 4.6762
H: 2.0642 -3.9594 5.4492
H: 1.1819 -3.2784 6.8115
H: 3.5327 -3.5133 7.2538
H: 2.9987 -1.8371 7.3100
H: 5.0434 -0.5683 6.9212
H: 5.9800 -2.0243 7.0671
H: 6.2248 -1.0380 5.6447
H: 5.5672 -3.9150 5.4450
H: 4.0432 -3.9949 4.6195
H: 5.4388 -3.1060 3.9434
H: 1.0093 -0.2720 2.9336
H: 2.7367 0.1926 2.7031
H: 1.8522 0.5324 4.3311
H: 5.0857 -1.4197 3.4110
C: 1.7686 -0.2346 -0.5264
C: 0.8089 0.9330 -0.7870
C: 0.9351 1.2496 -2.2443
C: -0.2100 2.2239 -2.7370
C: -1.4393 1.4195 -2.5145
C: -1.8015 1.1194 -1.0753
N: -0.6204 0.3585 -0.5873
O: -0.7184 0.0926 0.7975
C: -2.2804 2.2538 -0.3118
C: -2.9550 0.0646 -0.9387
C: 1.0594 2.0557 0.1835
H: 1.6265 -0.6498 0.4707
H: 2.8902 -0.0612 -0.5627
H: 1.6395 -1.0374 -1.2742
H: 1.8887 1.7964 -2.3809
H: 0.8289 0.3799 -2.8872
H: -0.1050 2.5502 -3.7850
H: -0.1459 3.1428 -2.0795
H: -1.3522 0.4327 -3.0224
H: -2.2766 1.9156 -2.9921
H: -3.2973 2.5970 -0.5697
H: -2.4613 2.0561 0.7287
H: -1.7317 3.1794 -0.4670
H: -2.8257 -0.4014 0.0705
H: -3.8482 0.6443 -1.0238
H: -2.9997 -0.7408 -1.6653
H: 1.1247 1.6474 1.1529
H: 0.3557 2.9326 0.1711
H: 2.1144 2.3479 0.0646
H: -0.7433 0.8866 1.3196
C: -0.2524 8.4969 0.5042
C: -0.9503 7.1723 0.2750
C: -1.5824 7.1079 -1.1068
O: -2.5240 6.0699 -0.9093
C: -3.0341 5.4872 -2.0658
N: 0.1128 6.1547 0.2647
H: 0.3968 8.4655 1.3725
H: -0.8661 9.4194 0.4302
H: 0.4151 8.5455 -0.3683
H: -1.6894 7.1828 1.1239
H: -0.7803 6.8878 -1.8761
H: -1.9584 8.1297 -1.2794
H: -3.7495 6.2016 -2.4426
H: -3.5695 4.5511 -1.7361
H: -2.3042 5.1720 -2.8097
H: 0.6033 6.0448 1.1473
H: -0.4412 5.3132 0.1241
C: 3.6139 4.9047 -0.1827
C: 3.4226 6.1115 -1.0684
C: 4.7594 6.4293 -1.6666
O: 5.7467 6.6525 -0.6902
C: 7.0853 6.6633 -1.2002
N: 2.4309 5.9929 -2.1124
H: 2.6921 4.6030 0.3460
H: 4.3738 5.1966 0.5319
H: 3.8895 4.0583 -0.8293
H: 3.1829 6.9579 -0.3893
H: 4.6190 7.2069 -2.3998
H: 5.1503 5.5893 -2.2821
H: 7.7370 6.7230 -0.3372
H: 7.1236 7.5621 -1.8301
H: 7.2155 5.7415 -1.7794
H: 1.5349 6.1646 -1.6351
H: 2.4982 5.0854 -2.5452
C: 6.3517 2.7177 0.5991
C: 5.8068 1.4564 0.0554
C: 6.3718 0.9881 -1.2952
O: 6.0829 1.9334 -2.2988
C: 7.0970 2.7505 -2.7722
N: 5.8696 0.4394 1.0862
H: 7.3050 2.5128 1.0844
H: 5.6144 3.1789 1.2743
H: 6.6069 3.4415 -0.2097
H: 4.7878 1.7122 -0.2612
H: 5.8250 0.0586 -1.5399
H: 7.4453 0.7426 -1.1672
H: 6.7951 3.1072 -3.7634
H: 8.0408 2.2253 -2.9103
H: 7.3578 3.5895 -2.0750
H: 5.1947 -0.2984 0.8555
H: 5.6897 0.8619 2.0075

Forces on the atoms, in the same order (eV/Å):
C 0.8 0.7 -3.8
O -0.3 0.1 0.1
N 0.3 0.5 2.2
N -1.6 -0.4 4.1
H 0.4 -0.4 -1.9
H 0.0 0.9 0.3
H 0.1 -0.9 0.2
H 0.3 -0.1 -1.2
C -0.6 -0.7 -0.5
O 0.1 -0.7 0.7
N 0.2 -0.5 0.8
N 0.3 0.6 1.1
H -0.4 -1.0 -1.0
H 0.0 0.7 -0.6
H 0.1 -0.3 0.1
H 0.2 1.3 -0.4
C -2.4 2.1 -0.8
O -0.6 0.0 0.6
N 1.3 -3.2 0.8
N 1.9 0.9 -2.5
H 0.6 0.7 -0.3
H -0.3 0.0 0.3
H 0.0 -0.4 0.8
H -0.4 -0.3 1.1
C -0.8 1.6 -0.4
O 0.4 -0.3 0.2
N -1.8 -1.3 1.3
N 3.3 -0.9 -1.7
H 0.6 0.4 -0.2
H -0.3 0.1 0.2
H -0.9 0.1 0.4
H -0.2 0.3 0.3
C 0.1 2.1 2.4
O 0.9 0.0 -1.0
N -1.0 -2.1 -1.7
N 1.5 0.9 2.0
H -0.3 0.2 -0.3
H -0.1 0.0 0.3
H -1.4 -1.4 -0.6
H 0.2 0.4 -1.2
C -0.4 -0.3 -1.2
O -0.6 0.9 -1.0
N -1.5 0.8 0.7
N 0.6 -0.7 2.3
H 0.6 -0.3 0.1
H 0.0 0.0 -0.2
H 0.6 0.0 0.0
H 0.9 -0.1 -0.5
C 0.0 0.4 1.1
O 0.5 -0.5 -0.6
N 0.4 -0.2 0.0
N 0.3 -0.5 -0.5
H -0.1 -0.1 0.0
H -0.4 0.0 -0.3
H -0.6 0.1 -0.1
H 0.2 1.0 0.2
C -0.6 -0.1 0.2
C 0.7 0.4 -0.2
C -0.3 0.4 0.4
C 1.5 1.7 0.9
C -1.0 -1.7 0.0
C -1.5 1.0 -0.2
N 0.8 -0.5 1.0
O -1.2 1.9 -1.1
C 1.4 -1.4 -1.5
C -0.1 0.6 -0.7
C -0.1 -1.5 -0.9
H -0.1 0.0 -0.4
H 0.3 0.4 0.6
H -0.4 0.3 -0.2
H 0.3 0.3 0.1
H -0.3 -0.6 -0.8
H 0.1 0.2 -0.2
H -0.1 -0.7 0.1
H 0.5 0.6 -0.2
H 0.8 -0.4 0.5
H -0.8 0.2 0.4
H -0.1 -0.2 0.1
H -0.3 0.4 0.7
H 0.0 -0.2 0.4
H 0.3 -0.2 0.3
H 0.3 0.0 0.3
H 0.1 0.1 0.2
H 0.0 0.3 0.1
H -0.5 -0.1 0.2
H 0.1 -1.0 0.1
C -2.2 0.6 2.6
C 1.5 0.4 0.3
C 2.5 -0.2 -1.5
C -1.3 -0.3 -1.0
C 2.7 0.9 -0.9
C 0.4 -0.7 0.9
N -1.6 0.0 -0.9
O 0.3 -0.3 -0.7
C 0.0 0.3 0.8
C 1.4 -0.2 -0.8
C 0.7 -0.7 0.0
H 0.6 -0.1 -0.3
H -0.2 -0.3 -0.9
H 0.3 0.1 -0.4
H -0.9 0.1 0.8
H -0.4 -0.7 0.1
H -0.2 0.8 -0.1
H -0.6 -0.9 0.5
H -0.2 0.1 0.4
H -1.2 0.0 0.7
H -0.1 -0.3 0.5
H -1.0 0.2 -0.6
H 0.7 -0.2 -0.1
H -0.6 0.2 -0.1
H -0.1 -0.4 -0.1
H -0.3 0.2 0.3
H -0.4 0.2 0.4
H -0.1 -0.3 -0.2
H 0.2 0.8 -0.2
H -0.4 0.4 0.3
C 0.7 -0.8 -0.2
C 0.1 2.3 1.0
C -0.6 -0.2 -0.4
C 0.4 -0.3 -0.4
C 0.8 0.1 -0.6
C 1.3 1.1 -1.7
N -1.8 -0.7 1.0
O 0.8 0.7 -0.8
C 0.7 -1.5 0.8
C -0.2 -0.5 0.9
C 0.3 0.3 0.4
H -0.5 0.0 0.1
H -0.8 -0.7 -0.1
H 0.0 0.4 -0.8
H -0.1 -0.9 0.5
H 0.2 -0.7 -0.4
H 0.2 1.0 0.5
H 0.0 0.1 0.3
H 0.2 0.0 0.1
H -0.2 -0.2 0.1
H 0.1 0.5 -0.3
H -0.5 0.9 0.7
H -0.9 -0.6 -0.3
H 0.0 0.0 -0.3
H -0.1 -0.3 0.2
H -0.4 0.6 -0.2
H 0.5 0.3 0.0
H -0.5 -0.5 0.0
H -0.3 0.0 -0.4
H 0.6 -0.1 0.2
C 0.2 0.2 0.7
C 0.7 1.0 -0.7
C 0.0 -0.3 1.1
C 0.3 0.2 1.0
C -0.4 -0.5 -0.5
C 0.5 1.4 -0.5
N 0.1 1.3 -0.6
O 0.1 -1.0 0.2
C -0.1 -0.6 0.2
C 0.4 -0.2 1.2
C 1.1 -0.8 0.2
H 0.3 0.1 0.2
H -1.3 -0.1 -0.9
H 0.2 -0.4 0.0
H -0.2 -0.1 -0.3
H -0.1 -0.1 -0.3
H -0.3 -0.5 -0.6
H 0.3 0.2 -0.8
H 0.4 0.1 0.0
H 0.2 0.5 0.5
H 0.0 0.1 -0.3
H 0.0 -0.3 0.1
H -0.5 -0.1 0.1
H 0.2 -0.4 0.3
H -0.3 -0.8 -0.7
H -0.2 0.2 -0.2
H -0.3 0.2 0.0
H -0.9 0.1 0.9
H 0.1 0.1 -0.8
H -0.5 0.6 0.3
C 1.2 -0.8 0.3
C -1.7 -1.3 -0.2
C -0.3 2.8 -1.3
C 1.8 0.1 1.4
C -1.8 -0.4 -1.0
C 0.3 -3.1 -0.8
N 2.0 0.6 0.8
O -0.3 -1.7 -0.4
C -1.2 2.9 0.8
C 0.8 0.1 0.5
C 1.0 1.2 -0.8
H -0.3 -0.2 0.0
H -1.2 0.7 -0.1
H -0.4 0.2 0.4
H 0.0 -0.6 -0.2
H 0.5 -0.1 0.3
H 0.1 -0.3 0.4
H -0.3 -0.7 -0.8
H 0.1 0.6 0.1
H -0.5 0.1 -0.1
H 0.2 -0.6 -0.6
H 0.6 -0.2 0.7
H 0.6 0.1 0.4
H -0.4 0.5 -0.7
H -1.0 -0.1 0.2
H 0.4 0.0 -0.4
H -0.5 -0.4 1.4
H 0.8 -0.9 -0.1
H -0.3 0.6 -0.4
H -0.2 1.2 0.4
C 0.8 0.6 -1.8
C 1.1 1.7 1.1
C 0.5 0.1 1.3
O 0.9 0.2 -0.2
C -1.3 -1.3 0.6
N -1.1 -0.6 0.3
H -0.2 0.2 0.3
H 0.1 -0.7 0.5
H 0.3 0.4 0.2
H 0.1 -1.1 -1.0
H -0.9 0.0 0.7
H -0.7 -0.5 -0.5
H -0.4 0.0 -0.9
H 0.4 1.0 -0.4
H 0.3 0.3 -0.1
H -0.2 0.1 0.1
H 0.5 -0.6 0.0
C -1.0 -0.4 0.1
C 0.4 0.3 1.0
C 1.1 -0.8 -1.1
O 0.1 0.3 0.6
C -1.9 0.4 -0.1
N -0.4 1.0 0.6
H 0.3 0.3 -0.2
H 0.3 -0.6 0.2
H 0.3 0.0 0.4
H -0.2 -0.2 -0.6
H 0.2 1.0 -0.1
H -0.5 -0.2 0.1
H 0.2 0.0 -0.1
H 0.8 -0.3 -0.1
H 0.4 0.2 0.0
H 0.2 -0.7 -0.7
H -0.4 -0.2 0.0
C 1.0 1.4 -0.5
C -1.1 0.0 -0.9
C 0.5 -0.7 1.4
O -0.7 -0.6 -0.2
C 1.1 0.9 0.1
N -0.2 -0.4 -0.3
H 0.0 0.1 0.4
H 0.5 -0.1 -0.1
H -0.5 -0.3 0.6
H -0.5 -0.2 0.3
H 0.3 0.3 -0.1
H -0.3 0.3 -0.5
H 0.0 0.3 0.3
H 0.1 -0.4 0.0
H -0.5 -0.4 -0.7
H 0.2 0.4 0.7
H -0.2 -0.6 -0.6

Summary:
- E_LUMO (eV) = 0.3
- orbital gap (eV) = 8.18

C31H43Cl2CoN2P as an isolated structure. Source: the OMol25 dataset; level of theory: the ωB97M-V functional and the def2-TZVPD basis.

CARTESIAN COORDINATES (ANGSTROEM)
P: -0.1528 1.1517 -1.6483
C: -1.7614 0.3897 -1.8254
C: -2.3784 1.0965 -3.0444
C: -3.8161 0.6251 -3.2807
C: -3.9286 -0.9047 -3.3525
C: -3.2358 -1.6403 -2.1910
C: -1.8055 -1.1492 -1.9288
C: 1.3222 0.3063 -2.1645
C: 1.3195 0.5292 -3.6817
C: 2.6658 0.0709 -4.2282
C: 2.9578 -1.3885 -3.8605
C: 2.8093 -1.7019 -2.3558
C: 1.4960 -1.1753 -1.7577
C: -0.0373 2.9127 -1.2458
C: -1.1706 3.3640 -0.3028
C: -1.1408 4.8865 -0.1488
C: 0.2245 5.4457 0.2800
C: 1.4147 4.8227 -0.4707
C: 1.3165 3.2966 -0.6053
H: -2.2772 0.6629 -0.8748
H: -1.7742 0.8906 -3.9413
H: -2.3936 2.1870 -2.9024
H: -4.1960 1.0960 -4.1977
H: -4.4269 0.9999 -2.4485
H: -4.9909 -1.1789 -3.3702
H: -3.4754 -1.2374 -4.2970
H: -3.8217 -1.5006 -1.2726
H: -3.2230 -2.7193 -2.3970
H: -1.4195 -1.5894 -0.9959
H: -1.1671 -1.4855 -2.7588
H: 2.1601 0.8494 -1.6708
H: 3.4305 0.7202 -3.7848
H: 1.1772 1.5896 -3.9346
H: 0.5050 -0.0376 -4.1599
H: 2.6874 0.2256 -5.3113
H: 3.9755 -1.6424 -4.1799
H: 2.2613 -2.0319 -4.4169
H: 2.8843 -2.7859 -2.1930
H: 3.6429 -1.2389 -1.8071
H: 1.4874 -1.2572 -0.6573
H: 0.6625 -1.7812 -2.1398
H: -0.1450 3.3934 -2.2418
H: -2.1575 3.0441 -0.6661
H: -1.0265 2.8845 0.6773
H: -1.4112 5.3287 -1.1151
H: -1.9081 5.1925 0.5689
H: 0.3629 5.2863 1.3585
H: 0.2349 6.5314 0.1203
H: 2.3545 5.0810 0.0322
H: 1.4645 5.2516 -1.4809
H: 2.1693 2.9120 -1.1837
H: 1.3679 2.8343 0.3938
Co: -0.2843 -0.7765 2.9645
Cl: 1.3967 0.4326 2.1589
Cl: -1.9195 0.4222 2.1470
C: -0.6800 -2.1851 1.6821
H: -1.6755 -2.2201 1.1914
C: 0.1089 -3.3440 1.5300
C: 1.5176 -3.1666 1.6484
C: 2.3673 -4.2628 1.6419
C: 1.8488 -5.5598 1.5350
C: 0.4708 -5.7529 1.3814
C: -0.4069 -4.6801 1.3541
H: 1.8968 -2.1433 1.7711
H: 3.4381 -4.1026 1.7212
H: 0.0849 -6.7658 1.2809
H: -1.4863 -4.8187 1.2488
H: 2.5248 -6.4098 1.5572
N: 3.4090 0.1935 7.8383
C: 2.3235 0.0890 7.4175
C: 1.0247 -0.0656 6.8228
C: -0.1630 -0.0337 7.5639
C: -1.3797 -0.2067 6.9144
C: -1.3814 -0.4237 5.5404
N: -0.2257 -0.5268 4.8406
C: 0.9724 -0.2925 5.4513
H: -0.1213 0.1194 8.6391
H: -2.3309 -0.1805 7.4416
H: -2.3046 -0.4916 4.9652
H: 1.8615 -0.2600 4.8120

Forces on the atoms, in the same order (eV/Å):
P 0.2 -0.8 2.2
C -0.6 0.2 0.3
C -0.7 -0.1 -0.2
C 0.0 0.0 0.3
C 0.1 0.0 -0.1
C -0.2 0.4 0.2
C 0.2 -0.1 -0.2
C 0.4 0.0 0.2
C 0.8 -0.2 -0.4
C 0.1 -0.1 0.0
C -0.1 -0.1 0.1
C 0.1 0.4 0.0
C -0.2 -0.1 0.0
C 0.0 0.3 -0.2
C 0.0 -0.1 0.2
C 0.1 0.1 -0.3
C 0.1 -0.2 0.2
C -0.2 0.0 -0.3
C 0.0 -0.1 0.2
H 0.1 0.0 -0.5
H 0.0 0.0 0.2
H 0.1 -0.2 0.0
H 0.0 -0.2 0.2
H 0.0 -0.1 -0.1
H 0.2 0.0 -0.1
H -0.1 0.0 0.0
H 0.1 0.0 -0.1
H 0.1 0.3 0.1
H 0.0 0.1 -0.2
H -0.1 0.1 0.1
H -0.4 -0.1 -0.5
H 0.0 0.0 -0.1
H -0.1 -0.1 0.1
H 0.1 0.1 0.2
H 0.1 -0.1 0.0
H -0.2 -0.1 0.0
H 0.1 0.0 0.0
H 0.0 0.3 0.0
H -0.1 -0.1 -0.1
H -0.1 -0.1 -0.3
H 0.3 0.2 0.2
H 0.1 0.2 0.4
H 0.2 0.1 0.1
H 0.0 -0.1 -0.2
H 0.0 0.1 0.0
H 0.1 0.0 -0.1
H -0.1 -0.1 -0.2
H 0.0 -0.1 0.1
H -0.2 0.0 -0.1
H 0.0 0.0 0.1
H -0.2 0.2 0.1
H 0.0 -0.1 -0.3
Co -0.2 -1.9 -2.4
Cl 1.5 1.0 -0.5
Cl -1.9 1.7 -0.4
C -0.3 0.3 0.0
H 0.0 -0.3 0.6
C -0.6 0.3 0.2
C 0.7 -0.8 0.1
C -0.5 0.4 0.0
C 0.4 -0.3 -0.1
C -0.2 0.3 -0.1
C 0.8 0.2 -0.2
H -0.1 -0.5 -0.1
H 0.1 -0.1 0.1
H 0.0 0.0 0.0
H 0.3 0.0 0.1
H -0.1 0.0 0.0
N -2.1 -0.2 -0.7
C 2.0 0.3 0.8
C -0.1 -0.1 -0.3
C -0.1 -0.1 0.2
C 0.2 0.0 -0.2
C 0.8 -0.1 0.2
N 0.5 0.9 1.7
C -1.3 -0.2 -0.2
H 0.0 0.0 -0.2
H 0.3 0.1 0.0
H 0.3 -0.1 0.0
H -0.4 -0.2 0.2

Summary:
- net charge = -1
- E_LUMO (spin up / spin down) (eV) = 2.0 / 0.8
- ⟨S²⟩ = 6.072
- 2S+1 = 5
- orbital gap (spin up / spin down) (eV) = 2.89 / 1.93